ORCA calculation (wB97M-V/def2-TZVPD) on a 2-piece molecular cluster, C4H12NO2 overall.

Structure (XYZ):
```
19
Properties=species:S:1:pos:R:3:mulliken_charge:R:1
C 0.2103 0.2379 -2.7873 -0.814
N -0.2428 -0.7794 -1.8673 -0.320
C 0.6562 -1.2364 -0.8550 -0.667
C 0.3398 -0.8555 0.6342 -0.166
C 0.8535 0.5225 1.0259 -0.556
O 0.3677 0.8596 2.2767 -0.862
H 0.6492 1.0962 -2.2535 0.267
H -0.6085 0.6117 -3.3932 0.328
H 1.0283 -0.2282 -3.3411 0.265
H -1.1288 -0.6857 -1.4846 0.293
H 1.5682 -0.6318 -1.0002 0.283
H 1.0455 -2.2595 -0.7702 0.230
H -0.7440 -0.9470 0.7382 0.214
H 0.8162 -1.5699 1.3083 0.205
H 1.9568 0.5080 1.1295 0.347
H 0.6418 1.2994 0.2624 0.113
H -0.9965 1.0947 2.0187 0.407
H -2.4176 0.3300 1.9983 0.237
O -1.9898 1.0785 1.5688 -0.803
```

## Properties
Energy relative to the best compared isomer or geometry (same formula, charge and spin)   27.6 kcal/mol
E_HOMO   -3.20 eV
Frontier orbital gap   7.12 eV
LUMO level   0.1441 Ha
Molecular weight   106.1 g mol⁻¹
Total charge   -1